15
Properties=species:S:1:pos:R:3 method="wB97M-V/def2-TZVPD" total_charge=0 lumo_energy_ev=0.732 smiles="CPC=C=O.C" multiplicity=1 e_above_lowest_ev=0.616 gap_ev=10.1
C 0.6400 0.5449 2.2011
P 2.1601 0.0296 1.2719
C 1.3913 -0.1179 -0.3807
C 1.9166 0.4253 -1.4296
O 2.3886 0.9132 -2.3722
H -0.2086 -0.0928 1.9596
H 0.4047 1.5763 1.9430
H 0.8427 0.4906 3.2684
H 2.0297 -1.3369 1.5825
H 0.4867 -0.7007 -0.4669
C -2.4090 -0.3494 -1.5148
H -2.0309 -0.1779 -0.5145
H -1.6720 -0.0269 -2.2417
H -2.6223 -1.4009 -1.6543
H -3.3178 0.2234 -1.6517

=====

12
Properties=species:S:1:pos:R:3 method="wB97M-V/def2-TZVPD" total_charge=0 lumo_energy_ev=0.748 smiles="O=C1CC(O)C1" multiplicity=1 e_above_lowest_ev=1.361 gap_ev=10.5
O -1.4148 1.6387 0.9803
C -0.8481 0.8319 0.2961
C -0.9442 -0.6851 0.1322
C 0.5524 -0.6377 -0.2827
O 1.4446 -0.9297 0.7657
C 0.4100 0.8791 -0.5774
H -1.2180 -1.2865 1.0025
H -1.5950 -0.9355 -0.7145
H 0.8417 -1.2772 -1.1178
H 1.4021 -0.2183 1.4190
H 0.1447 1.0735 -1.6226
H 1.2247 1.5466 -0.2809

=====

49
Properties=species:S:1:pos:R:3 method="wB97M-V/def2-TZVPD" total_charge=0 lumo_energy_ev=0.546 smiles="O=C(NCC(=O)N1CCC2(CC1)NCCc1[nH]cnc12)c1ccccc1F" multiplicity=1 e_above_lowest_ev=0.133 gap_ev=9.2
O -4.3445 -1.5127 1.5062
C -4.4325 -0.7233 0.5889
N -3.3777 -0.3526 -0.1689
C -2.0307 -0.7297 0.1721
C -1.0892 0.3069 -0.4352
O -1.5405 1.2191 -1.1126
N 0.2204 0.1504 -0.1972
C 1.1680 1.0487 -0.8366
C 2.3571 0.2479 -1.3429
C 3.1623 -0.3171 -0.1582
C 2.1963 -0.6105 1.0110
C 0.7952 -0.9641 0.5294
N 3.8199 -1.5594 -0.5864
C 4.9811 -1.9479 0.1899
C 6.1393 -0.9284 0.1297
C 5.5242 0.3941 0.4020
N 6.1159 1.5496 0.8389
C 5.1193 2.4638 0.9731
N 3.9561 1.9725 0.6558
C 4.1913 0.6784 0.2913
C -5.7263 -0.1106 0.1430
C -6.1050 -0.1313 -1.1954
C -7.3210 0.3922 -1.5957
C -8.1785 0.9531 -0.6631
C -7.8202 0.9925 0.6722
C -6.6045 0.4566 1.0598
F -6.2628 0.5292 2.3573
H -3.4235 0.4348 -0.8083
H -1.9347 -0.7722 1.2629
H -1.7961 -1.7245 -0.2278
H 0.6429 1.5450 -1.6553
H 1.5166 1.8093 -0.1311
H 2.9959 0.8887 -1.9516
H 2.0024 -0.5788 -1.9619
H 2.1453 0.2697 1.6522
H 2.5844 -1.4420 1.5978
H 0.8462 -1.8535 -0.1117
H 0.1715 -1.2018 1.3940
H 4.0931 -1.4687 -1.5600
H 4.6696 -2.0632 1.2310
H 5.3149 -2.9211 -0.1769
H 6.9078 -1.1752 0.8655
H 6.6032 -0.9444 -0.8630
H 7.0950 1.6849 1.0298
H 5.2883 3.4690 1.3019
H -5.4413 -0.5775 -1.9208
H -7.6014 0.3622 -2.6376
H -9.1273 1.3625 -0.9748
H -8.4658 1.4295 1.4176

=====

190
Properties=species:S:1:pos:R:3 method="wB97M-V/def2-TZVPD" total_charge=0 lumo_energy_ev=0.598 smiles=COC[C@H](C)N.COC[C@H](C)N.COC[C@H](C)N.COC[C@H](C)N.COC[C@H](C)N.COCCNCCOC.COCCNCCOC.COCCNCCOC.COCCNCCOC.CCO multiplicity=1 e_above_lowest_ev=0.000 gap_ev=8.7
C -5.3239 0.7313 -6.6572
O -5.3681 1.2506 -5.3046
C -4.0332 1.4683 -4.8591
C -4.0348 1.5325 -3.3163
C -2.6040 1.6901 -2.7198
N -4.4957 0.2483 -2.7281
H -4.7401 1.4589 -7.2211
H -6.3689 0.7375 -6.9671
H -4.8368 -0.2302 -6.8196
H -3.4286 0.6496 -5.2493
H -3.7029 2.3719 -5.3714
H -4.7097 2.3139 -2.9670
H -1.9879 0.8852 -3.1205
H -2.4386 1.6139 -1.6452
H -2.1533 2.5030 -3.2891
H -5.3456 -0.0128 -3.2072
H -4.8599 0.2840 -1.7868
C 1.1635 0.2329 -3.1584
O 1.4378 1.0862 -4.3067
C 0.9208 0.5062 -5.5114
C 1.7845 0.9577 -6.7583
C 1.2187 0.1819 -7.9665
N 3.1883 0.5347 -6.6114
H 1.4063 0.7269 -2.2176
H 1.5808 -0.7735 -3.1902
H 0.1110 0.0123 -2.9805
H 0.8761 -0.5824 -5.5452
H -0.1179 0.8266 -5.5920
H 1.7171 2.0238 -6.9752
H 0.2918 0.6729 -8.2630
H 1.0918 -0.8647 -7.6900
H 1.7892 0.0498 -8.8858
H 3.6838 1.1674 -7.2231
H 3.4497 0.7894 -5.6696
C 0.0844 -2.8349 0.9233
O -0.5616 -1.5541 1.0548
C 0.2118 -0.5403 0.3975
C -0.3159 0.8439 0.7970
C 0.2236 2.0594 0.0229
N -0.0276 1.0687 2.1923
H -0.4691 -3.5487 1.5334
H 1.0886 -2.8907 1.3435
H 0.0375 -3.2138 -0.0976
H 1.2968 -0.5775 0.4946
H 0.1353 -0.6130 -0.6874
H -1.4046 0.8826 0.8334
H 0.2049 3.0380 0.5025
H -0.2805 2.2704 -0.9202
H 1.2657 1.8749 -0.2381
H -0.4063 0.2284 2.6054
H -0.6449 1.8172 2.4727
C -2.6588 4.4923 2.6967
O -1.5446 5.2964 3.0707
C -1.2292 6.3059 2.1721
C -0.5534 7.5285 2.8800
C -1.4576 8.3515 3.6866
N 0.0217 8.3536 1.8303
H -2.5226 3.8939 1.7959
H -3.5450 5.0738 2.4424
H -2.9074 3.8793 3.5630
H -0.6249 5.7692 1.4408
H -2.1201 6.6954 1.6796
H 0.2177 7.1415 3.5461
H -2.2608 7.7373 4.0936
H -1.8100 9.2223 3.1337
H -0.7744 8.7443 4.4397
H 0.5604 7.7535 1.2222
H 0.6983 8.9406 2.2971
C -5.3194 -5.9056 5.7441
O -5.2292 -5.9047 4.2973
C -4.0134 -6.3615 3.8236
C -2.7510 -5.4812 4.2031
C -2.8721 -4.0172 3.8302
N -1.5018 -5.8040 3.5903
H -4.7796 -6.6030 6.3848
H -6.3777 -5.9564 5.9999
H -4.9092 -4.9875 6.1647
H -3.9630 -7.4359 4.0003
H -4.1446 -6.3985 2.7422
H -2.6206 -5.5752 5.2812
H -1.9943 -3.3935 3.9995
H -3.7594 -3.4988 4.1935
H -2.9866 -4.0912 2.7487
H -1.6301 -5.5806 2.6138
H -1.3891 -6.8076 3.6046
C 0.4869 5.0702 -2.3065
O -0.0201 6.1065 -3.1617
C 0.2812 7.4993 -2.7858
C -0.8004 8.4863 -3.2608
N -1.2427 8.0173 -4.5467
C -2.5097 8.6693 -4.8977
C -2.9922 8.0889 -6.2890
O -3.5330 6.7470 -6.2157
C -4.5806 6.4198 -7.1244
H 0.3412 4.1321 -2.8421
H 0.0624 4.9606 -1.3085
H 1.5247 5.2091 -2.0036
H 1.2279 7.7079 -3.2842
H 0.4118 7.6052 -1.7088
H -0.5007 9.5297 -3.3590
H -1.6013 8.5868 -2.5283
H -1.2339 7.0082 -4.5048
H -2.3921 9.7499 -4.8167
H -3.2850 8.4004 -4.1804
H -2.2007 8.0729 -7.0382
H -3.7921 8.7035 -6.7020
H -4.3313 6.8191 -8.1075
H -5.3918 7.1052 -6.8788
H -4.9704 5.4157 -7.2913
C 8.1577 3.2853 1.5416
O 6.8590 3.8951 1.3075
C 6.2107 3.2265 0.2014
C 5.5344 1.9712 0.7605
N 4.1863 2.2341 1.1670
C 3.3271 1.0432 1.4734
C 3.9784 0.5670 2.8250
O 5.1315 -0.3282 2.7455
C 5.4019 -1.1932 3.8225
H 8.7183 3.0563 0.6353
H 7.9559 2.2927 1.9443
H 8.7126 3.7749 2.3418
H 6.8584 3.0338 -0.6538
H 5.4457 3.8651 -0.2404
H 6.0883 1.5810 1.6143
H 5.5025 1.1952 -0.0043
H 4.2524 2.9641 1.8619
H 3.4329 0.2682 0.7142
H 2.2449 1.1382 1.5620
H 3.2960 0.1353 3.5571
H 4.4076 1.4262 3.3405
H 6.3900 -1.6464 3.7435
H 4.6254 -1.9554 3.7577
H 5.2385 -0.9143 4.8635
C 3.2494 -15.0226 1.0907
O 3.7483 -13.8065 0.4071
C 4.3748 -12.8870 1.3205
C 4.7019 -11.4886 0.7874
N 3.4703 -10.6960 0.6320
C 3.8647 -9.2771 0.6129
C 2.7177 -8.3198 0.1858
O 2.1387 -7.6190 1.3069
C 2.0605 -6.2256 1.3651
H 2.7004 -15.6095 0.3544
H 2.5421 -14.7366 1.8692
H 4.1653 -15.5782 1.2920
H 5.2580 -13.4271 1.6618
H 3.8541 -12.8762 2.2781
H 5.4203 -11.4191 -0.0294
H 5.2221 -11.1120 1.6681
H 2.9049 -11.1413 -0.0765
H 4.5595 -9.2053 -0.2239
H 4.4339 -9.1318 1.5310
H 1.9833 -8.8019 -0.4595
H 3.1268 -7.4885 -0.3884
H 1.1816 -5.8394 0.8490
H 2.9710 -5.6832 1.1106
H 1.9430 -5.9723 2.4187
C -1.6050 2.6136 6.3597
O -2.2684 1.6884 5.4845
C -3.1485 0.8088 6.1209
C -3.5799 -0.1408 4.9960
N -3.9691 0.4544 3.6943
C -3.9038 -0.3790 2.4876
C -4.5027 0.4261 1.3039
O -3.7463 1.4655 0.8915
C -4.4717 2.5675 0.2827
H -2.1771 3.4894 6.6657
H -0.8054 2.9296 5.6898
H -1.2728 2.1008 7.2624
H -4.0529 1.3174 6.4547
H -2.6970 0.2231 6.9217
H -4.3457 -0.8178 5.3745
H -2.6624 -0.6746 4.7486
H -3.5737 1.3441 3.4257
H -4.4394 -1.3154 2.6440
H -2.8490 -0.5858 2.3068
H -5.5329 0.6787 1.5546
H -4.6996 -0.3446 0.5587
H -5.3405 2.8708 0.8669
H -4.7625 2.3176 -0.7376
H -3.8509 3.4539 0.1522
C 4.3163 -3.1565 0.4177
C 4.2224 -2.9672 -1.0923
O 3.9555 -4.1991 -1.7346
H 4.5090 -2.2965 1.0591
H 5.0003 -3.9846 0.6038
H 3.3476 -3.4950 0.7853
H 5.0769 -2.4257 -1.4983
H 3.3661 -2.3471 -1.3577
H 4.1087 -4.0133 -2.6639

=====

8
Properties=species:S:1:pos:R:3 method="wB97M-V/def2-TZVPD" total_charge=0 lumo_energy_ev=0.870 smiles=NO.O multiplicity=1 e_above_lowest_ev=0.167 gap_ev=11.1
N 1.6769 -0.4390 -0.0428
O 0.6972 0.5862 -0.0275
H 1.6537 -0.7867 0.9470
H 1.2400 -1.1862 -0.5434
H 1.1022 1.5194 -0.0703
O -2.1911 -0.1396 0.1087
H -2.4641 -0.4130 -0.7393
H -1.3182 0.3669 0.0565

=====

97
Properties=species:S:1:pos:R:3 method="wB97M-V/def2-TZVPD" total_charge=0 lumo_energy_ev=0.233 smiles="C[C@H]1COC(=O)O1.COC(=O)OC.COC(=O)OC.COC(=O)OC.COC(=O)OC.COC(=O)OC.BrCCBr.BrCCBr.BrCCBr" multiplicity=1 e_above_lowest_ev=0.000 gap_ev=10.0
C 19.8270 7.7266 -17.7528
C 19.1049 6.9266 -18.7916
C 17.6623 7.3328 -19.0528
O 17.6081 7.6564 -20.4499
C 18.8355 7.5497 -20.9939
O 19.0921 7.7924 -22.1317
O 19.7387 7.2106 -20.0698
H 20.9088 7.6029 -17.7247
H 19.5105 7.4019 -16.7584
H 19.6392 8.7945 -17.8771
H 19.1654 5.8515 -18.6290
H 17.3590 8.1815 -18.4355
H 16.9143 6.5616 -18.8812
C 23.0386 5.2895 -17.7510
O 23.7659 4.6051 -16.7644
C 25.0116 5.0558 -16.5695
O 25.5543 5.9179 -17.2008
O 25.5333 4.3756 -15.5527
C 26.8280 4.7917 -15.1244
H 22.5427 6.2033 -17.4055
H 22.1947 4.6525 -18.0342
H 23.5654 5.5507 -18.6668
H 27.0951 4.1775 -14.2682
H 26.8188 5.8384 -14.8256
H 27.5858 4.6136 -15.8873
C 17.2275 9.1710 -13.9568
O 16.3061 9.2050 -15.0488
C 16.2524 8.0822 -15.7837
O 17.1112 7.2493 -15.8181
O 15.1447 7.9914 -16.5102
C 14.1120 8.9766 -16.3935
H 18.2323 8.9447 -14.3106
H 16.9164 8.4355 -13.2168
H 17.2353 10.1608 -13.5107
H 13.4786 8.8195 -17.2583
H 14.5266 9.9828 -16.4436
H 13.5924 8.8734 -15.4444
C 21.5827 5.2872 -21.8210
O 21.5039 3.8710 -21.5387
C 20.3707 3.4425 -20.9813
O 19.3809 4.0950 -20.7993
O 20.4250 2.1492 -20.6757
C 21.6125 1.3953 -20.8873
H 20.8489 5.5120 -22.5896
H 22.5835 5.5116 -22.1733
H 21.4037 5.8214 -20.8923
H 21.4429 0.3827 -20.5448
H 22.4492 1.8449 -20.3489
H 21.8865 1.4030 -21.9436
C 17.7014 1.6215 -18.8103
O 17.7657 2.8518 -18.1079
C 18.7367 2.9958 -17.2259
O 19.5257 2.1583 -16.8686
O 18.7106 4.2629 -16.8051
C 19.6220 4.5549 -15.7458
H 17.3350 0.8167 -18.1728
H 18.6777 1.3291 -19.1972
H 17.0435 1.7882 -19.6564
H 19.4594 5.5888 -15.4663
H 20.6544 4.3524 -16.0344
H 19.4279 3.9139 -14.8825
C 12.3047 4.7231 -24.4550
O 12.9942 5.1996 -23.3172
C 14.0349 4.4806 -22.9120
O 14.5239 3.5364 -23.4776
O 14.4587 4.9932 -21.7614
C 15.7657 4.5659 -21.3497
H 12.4724 3.6557 -24.6110
H 12.6149 5.2386 -25.3637
H 11.2348 4.8623 -24.3138
H 15.9102 5.0060 -20.3647
H 16.4692 5.0742 -22.0078
H 15.8531 3.4882 -21.2815
Br 19.9310 12.5179 -24.2587
C 20.3908 11.8705 -22.5052
C 20.9131 10.4656 -22.5055
Br 22.4937 10.2206 -23.6074
H 19.4709 11.8518 -21.9195
H 21.0803 12.5293 -21.9834
H 20.2237 9.7711 -22.9686
H 21.0645 10.1719 -21.4681
Br 21.3910 6.1430 -25.9389
C 20.0373 7.4375 -25.3953
C 18.9912 7.5577 -26.4728
Br 17.5587 8.6873 -25.8019
H 20.5508 8.3767 -25.1954
H 19.6519 7.1013 -24.4372
H 18.5644 6.5827 -26.6844
H 19.3723 8.0270 -27.3714
Br 23.0306 9.6679 -18.0427
C 23.9792 8.8416 -16.5601
C 24.4855 9.8184 -15.5416
Br 23.0259 10.7409 -14.6576
H 24.7825 8.2725 -17.0187
H 23.2753 8.1926 -16.0458
H 25.1681 10.5913 -15.8765
H 25.0000 9.2342 -14.7774

=====

17
Properties=species:S:1:pos:R:3 method="wB97M-V/def2-TZVPD" total_charge=-1 lumo_energy_ev=3.699 multiplicity=1 e_above_lowest_ev=3.616 gap_ev=4.5
C -0.2795 0.4381 0.7158
C 1.2037 0.4206 0.7754
C 2.0166 -0.2912 -0.1199
C 3.3896 -0.5575 -0.0185
N -0.7465 0.2630 -0.7030
C -2.1593 0.4376 -0.8158
O -3.0268 0.3205 0.0067
H -0.6476 1.4355 1.0125
H -0.8139 -0.2773 1.3556
H 1.7069 0.7649 1.6714
H 1.4662 -0.8302 -0.8945
H -0.8699 -2.9641 0.3006
H 3.8524 -0.0094 0.7969
H 3.8716 -1.1886 -0.7485
H -1.0042 -2.2760 0.0616
H -2.4329 0.7258 -1.8454
H -1.2875 -0.6688 -0.6800

=====

51
Properties=species:S:1:pos:R:3 method="wB97M-V/def2-TZVPD" total_charge=-1 lumo_energy_ev=2.068 multiplicity=1 gap_ev=6.8
Ca -0.0982 1.1670 -0.6620
O -1.1599 -0.9495 4.2629
C 0.1284 -0.5872 4.3800
C 0.7355 -0.6900 5.6318
C 2.0693 -0.3665 5.7954
C 2.8325 0.0527 4.7112
C 2.2292 0.1820 3.4738
C 0.8823 -0.1212 3.2891
C 0.2878 0.1280 1.9427
O 0.9458 0.7862 1.0929
N -0.9209 -0.4051 1.7394
N -1.4605 -0.0453 0.5071
C -2.4930 -0.6980 0.1179
C -3.1115 -0.5752 -1.1805
C -4.2431 -1.3624 -1.4376
C -4.8627 -1.3812 -2.6659
C -4.3356 -0.5896 -3.6925
C -3.2310 0.1978 -3.4765
C -2.5655 0.2492 -2.2213
O -1.5202 0.9791 -2.0590
H -1.3933 -0.8334 3.3007
H 0.1343 -1.0233 6.4686
H 2.5183 -0.4401 6.7789
H 3.8802 0.2946 4.8364
H 2.7803 0.5334 2.6118
H -2.9134 -1.4545 0.7892
H -4.6351 -1.9805 -0.6353
H -5.7352 -1.9989 -2.8351
H -4.8030 -0.6056 -4.6708
H -2.8287 0.8136 -4.2720
N 1.8715 3.6837 -2.2609
C 2.3766 2.4495 -2.3766
N 1.8233 1.3290 -1.9709
C 2.5701 0.2304 -2.3562
C 3.7108 0.5008 -3.0317
S 3.8985 2.2012 -3.2411
C 2.1054 -1.0979 -1.9835
C 2.6197 -2.2789 -2.4044
S 1.8350 -3.5910 -1.6040
C 0.8434 -2.4182 -0.7286
N 1.0794 -1.1873 -1.0709
N -0.0362 -2.8417 0.2009
H 1.2075 3.8496 -1.4840
H 2.4630 4.4595 -2.4992
H 4.4574 -0.1766 -3.4103
H 3.4049 -2.4637 -3.1179
H -0.0032 -3.8022 0.4855
H -0.3540 -2.1592 0.8880
S 0.0573 3.7532 0.5307
C -1.1167 4.7722 -0.0534
N -1.9265 5.5117 -0.4327

=====

18
Properties=species:S:1:pos:R:3 method="wB97M-V/def2-TZVPD" total_charge=0 lumo_energy_ev=-1.423 smiles="C=C(C)C(=S)/C=N/SC" multiplicity=1 e_above_lowest_ev=4.161 gap_ev=7.3
C -1.1917 0.7591 1.2990
C -1.6094 0.1575 0.2263
C -1.7288 0.9932 -1.0396
C -2.0864 -1.2689 -0.0294
S -3.7548 -1.4010 -0.0254
C -1.0068 -2.2279 0.0369
N 0.2483 -1.7737 0.0672
S 1.9234 -2.4099 -0.1285
C 2.7702 -0.8478 0.3429
H -0.7047 1.7273 1.3082
H -1.2059 0.1976 2.2858
H -2.9064 1.1275 -1.1791
H -1.3952 0.6131 -2.0291
H -1.3531 2.0617 -0.9931
H -1.3401 -3.3594 -0.0891
H 1.8057 -0.2651 0.5244
H 3.3463 -0.4054 -0.3472
H 3.3524 -0.9787 1.3031